Computed, not measured: C23H34LaNO2P2Se as an isolated structure, with ωB97M-V with the def2-TZVPD basis set.

The geometry in XYZ format:
```
64
Properties=species:S:1:pos:R:3:mulliken_charge:R:1
C -0.78 3.84 -2.24 -1.13
C -0.98 2.55 -1.74 1.38
N -0.13 2.09 -0.72 0.04
C 0.83 2.90 -0.17 1.00
C 1.02 4.19 -0.67 -0.88
C 0.21 4.65 -1.72 -0.48
C -2.06 1.77 -2.23 -1.46
P -2.67 0.23 -1.51 0.83
La -0.40 0.02 0.35 0.84
P 2.33 0.59 0.73 0.78
C 1.70 2.36 0.97 -1.34
C -0.28 -2.82 -0.96 1.25
C -1.26 -3.30 0.06 -0.29
C -1.05 -4.45 0.77 -0.81
C 0.14 -5.20 0.59 -0.67
C 1.19 -4.72 -0.25 -0.42
C 1.03 -3.55 -0.96 -0.57
O -0.82 1.75 -6.28 -0.59
O 1.55 -1.42 -3.97 -0.61
H -1.45 4.18 -3.02 0.42
H 1.83 4.78 -0.25 0.42
H 0.38 5.66 -2.12 0.37
C -4.32 0.66 -0.80 -1.36
C -3.18 -0.67 -3.01 -1.34
H 2.62 2.95 1.01 0.50
H 1.17 2.43 1.94 0.33
H -1.11 1.45 -7.13 0.29
H -2.64 2.25 -3.02 0.16
C 3.03 0.27 2.37 -0.98
C 3.76 0.82 -0.34 -1.34
H -2.13 -2.64 0.20 0.58
H -1.81 -4.82 1.46 0.38
H 0.24 -6.17 1.10 0.29
H 2.10 -5.34 -0.33 0.35
H 1.86 -3.13 -1.54 0.33
H -0.13 -1.77 -0.66 -1.01
H 0.78 -0.81 -4.00 0.30
H 2.12 -1.02 -3.32 0.29
H 0.13 1.86 -6.39 0.31
H -0.73 -2.69 -1.97 0.13
H -5.08 0.78 -1.59 0.43
H -4.62 -0.16 -0.13 0.37
H -4.27 1.58 -0.20 0.30
H -4.13 -0.25 -3.38 0.46
H -2.41 -0.56 -3.79 0.28
H -3.31 -1.74 -2.77 0.37
H 4.55 1.35 0.20 0.40
H 4.11 -0.17 -0.64 0.38
H 3.48 1.38 -1.25 0.39
H 3.84 0.98 2.56 0.42
H 2.26 0.34 3.15 0.03
H 3.41 -0.75 2.36 0.41
Se -2.01 1.06 2.41 -0.35
C -0.79 0.30 3.64 -0.12
C -0.19 1.14 4.61 -0.49
C 0.64 0.61 5.60 -0.56
C 0.90 -0.77 5.63 -0.42
C 0.33 -1.61 4.67 -0.57
C -0.52 -1.09 3.69 -0.17
H -0.42 2.21 4.57 0.41
H 1.08 1.27 6.34 0.35
H 1.55 -1.18 6.41 0.37
H 0.54 -2.69 4.69 0.41
H -1.02 -1.76 2.98 0.58
```

E   -114768.51965 eV
LUMO   -0.4 eV
HOMO   -4.844 eV
Charge   0
Frontier orbital gap   4.47 eV
2S+1   1



Computed, not measured: one molecule with the formula C23H34N2O3, with ωB97M-V with the def2-TZVPD basis set.

The geometry in XYZ format:
```
62
Properties=species:S:1:pos:R:3:nbo_charge:R:1
C -5.58 -2.27 2.80 -0.61
C -4.99 -3.13 1.69 -0.40
C -3.98 -2.44 0.77 -0.02
C -3.67 -3.34 -0.42 -0.60
C -4.28 -0.99 0.31 -0.40
C -2.81 -0.62 0.59 -0.32
C -2.57 0.66 1.35 0.70
O -3.43 1.26 1.96 -0.62
N -1.28 1.09 1.34 -0.44
C -0.03 0.34 1.11 -0.24
C 0.71 1.50 1.85 0.26
C 1.55 2.39 0.96 -0.41
C 2.91 1.67 1.02 -0.34
C 2.94 0.51 0.02 0.70
O 2.89 -0.66 0.36 -0.65
N 2.96 0.86 -1.28 -0.47
C 3.21 2.11 -1.94 -0.07
C 4.66 1.94 -2.43 -0.23
C 5.27 0.74 -2.47 -0.16
C 4.52 -0.60 -2.28 -0.44
C 3.08 -0.11 -2.37 -0.05
C 1.65 -0.49 -2.69 -0.38
C 1.02 0.96 -2.85 -0.40
C 2.03 2.16 -3.00 -0.42
C 2.92 1.16 2.46 -0.07
O 1.56 1.13 2.90 -0.52
C -0.67 2.03 2.28 -0.22
C -2.68 -1.92 1.43 -0.40
H -6.19 -2.88 3.47 0.21
H -4.81 -1.79 3.40 0.21
H -6.22 -1.49 2.40 0.21
H -4.48 -4.00 2.13 0.20
H -5.80 -3.53 1.08 0.20
H -2.92 -2.88 -1.07 0.20
H -3.28 -4.30 -0.09 0.21
H -4.56 -3.51 -1.01 0.21
H -4.63 -0.87 -0.72 0.20
H -4.92 -0.44 0.99 0.24
H -2.18 -0.65 -0.30 0.21
H 0.03 -0.59 1.67 0.21
H 0.22 0.17 0.07 0.20
H 1.14 2.50 -0.05 0.22
H 1.63 3.38 1.41 0.22
H 3.74 2.34 0.82 0.23
H 3.15 2.96 -1.27 0.22
H 5.23 2.83 -2.68 0.22
H 6.32 0.70 -2.72 0.21
H 4.80 -1.27 -3.10 0.22
H 4.77 -1.09 -1.34 0.24
H 3.23 0.49 -3.26 0.21
H 1.58 -1.06 -3.62 0.21
H 1.14 -1.05 -1.90 0.22
H 0.35 0.98 -3.71 0.22
H 0.40 1.16 -1.97 0.20
H 1.46 3.08 -2.87 0.22
H 2.44 2.19 -4.01 0.21
H 3.35 0.16 2.52 0.21
H 3.47 1.85 3.11 0.18
H -0.88 3.08 2.08 0.20
H -0.90 1.80 3.32 0.21
H -2.80 -1.71 2.49 0.21
H -1.78 -2.52 1.28 0.21
```

SMILES string   CC[C@]1(C)C[C@H](C(=O)N2CC3(C[C@H](C(=O)N4[C@H]5CC=C[C@H]4CCC5)CO3)C2)C1
E   -33523.14557 eV
LUMO   0.6 eV
HOMO   -9.127 eV
Charge   0
Frontier orbital gap   9.73 eV
2S+1   1



Computed, not measured: one molecule with the formula C23H34N2O3, with ωB97M-V with the def2-TZVPD basis set.

The geometry in XYZ format:
```
62
Properties=species:S:1:pos:R:3:nbo_charge:R:1
C 3.85 1.20 -1.60 -0.25
H 3.35 2.14 -1.88 0.17
O 2.93 0.14 -1.57 -0.55
C 2.32 -0.09 -2.82 -0.07
C 1.21 -1.13 -2.66 -0.24
N -0.08 -0.55 -2.30 -0.44
C -0.73 0.10 -3.29 0.70
O -0.26 0.15 -4.42 -0.67
C -2.06 0.77 -2.97 -0.50
H -2.83 0.01 -2.83 0.23
C -2.41 1.69 -4.13 -0.51
C -1.28 2.68 -4.34 0.64
O -0.63 3.13 -3.43 -0.57
C -1.03 3.06 -5.78 -0.72
H -0.37 3.91 -5.84 0.23
H -0.56 2.20 -6.25 0.26
H -1.97 3.26 -6.29 0.22
H -3.32 2.26 -3.90 0.23
H -2.57 1.12 -5.04 0.23
H -1.96 1.36 -2.06 0.24
C -0.53 -0.70 -0.94 -0.19
H -1.60 -0.48 -0.88 0.21
C 0.24 0.18 0.05 -0.25
C -0.02 1.67 -0.15 -0.42
C 0.79 2.45 0.88 -0.39
C 0.43 1.99 2.29 -0.21
N 0.69 0.57 2.41 -0.45
C -0.13 -0.19 1.49 -0.22
H 0.04 -1.26 1.65 0.21
H -1.21 0.00 1.65 0.16
C 0.71 0.08 3.78 -0.01
C -0.68 -0.12 4.44 -0.47
C -0.95 -1.58 4.29 0.06
C -2.14 -2.26 4.44 -0.24
C -2.15 -3.64 4.25 -0.21
C -0.99 -4.32 3.92 -0.21
C 0.21 -3.63 3.77 -0.20
C 0.22 -2.26 3.96 -0.05
C 1.37 -1.31 3.85 -0.44
H 2.01 -1.39 4.73 0.22
H 2.00 -1.49 2.97 0.23
H 1.11 -4.16 3.51 0.21
H -1.02 -5.39 3.78 0.21
H -3.08 -4.19 4.36 0.21
H -3.05 -1.74 4.69 0.21
H -0.63 0.15 5.50 0.22
H -1.45 0.50 3.98 0.21
H 1.30 0.81 4.34 0.20
H 1.05 2.52 3.02 0.20
H -0.63 2.24 2.49 0.15
H 1.85 2.27 0.71 0.20
H 0.60 3.52 0.78 0.21
H 0.25 1.98 -1.16 0.23
H -1.08 1.89 0.00 0.19
H 1.31 0.00 -0.08 0.24
H -0.40 -1.75 -0.65 0.20
H 1.08 -1.65 -3.61 0.23
H 1.50 -1.85 -1.89 0.21
H 1.90 0.84 -3.22 0.19
H 3.07 -0.46 -3.53 0.17
H 4.66 1.01 -2.31 0.17
H 4.26 1.29 -0.59 0.19
```

SMILES string   COCCN(C[C@H]1CCCN(C2Cc3ccccc3C2)C1)C(=O)CCC(C)=O
E   -33526.24069 eV
LUMO   0.8 eV
HOMO   -8.289 eV
Charge   0
Frontier orbital gap   9.09 eV
2S+1   1



Computed, not measured: C23H34N2OP2Tc as an isolated structure, with ωB97M-V with the def2-TZVPD basis set.

The geometry in XYZ format:
```
63
Properties=species:S:1:pos:R:3:nbo_charge:R:1
C 0.00 -3.45 3.35 -0.15
C 0.26 -2.88 2.11 0.04
C -0.69 -3.13 1.06 0.23
C -2.07 -3.50 1.36 -0.14
C -2.34 -3.79 2.74 -0.09
C -1.29 -3.94 3.63 -0.18
C -2.96 -3.60 0.28 0.02
C -2.52 -3.27 -1.00 -0.15
C -1.12 -2.93 -1.18 0.22
C -0.60 -2.49 -2.44 0.07
C -1.34 -2.80 -3.58 -0.15
C -2.68 -3.24 -3.44 -0.17
C -3.31 -3.29 -2.20 -0.08
H 0.80 -3.48 4.08 0.24
H -3.38 -3.89 3.05 0.24
H -1.46 -4.36 4.64 0.26
H -3.99 -3.89 0.46 0.25
H -0.89 -2.67 -4.55 0.24
H -3.24 -3.44 -4.36 0.25
H -4.40 -3.36 -2.11 0.24
N -0.25 -3.13 -0.20 -0.35
Tc 0.00 0.86 0.15 0.12
C 1.51 -2.07 1.85 -0.72
H 2.06 -2.43 0.98 0.27
H 2.13 -2.15 2.76 0.25
C 0.72 -1.77 -2.52 -0.73
H 1.52 -2.32 -2.01 0.28
H 0.97 -1.69 -3.58 0.24
P 1.33 -0.21 1.62 1.13
P 0.87 0.02 -1.89 0.99
C 0.17 0.98 -3.29 -0.96
H 0.20 2.05 -3.06 0.24
H 0.70 0.80 -4.23 0.24
H -0.88 0.70 -3.43 0.25
C 2.67 0.40 -2.00 -0.94
H 3.00 0.48 -3.04 0.25
H 2.86 1.35 -1.50 0.25
H 3.24 -0.39 -1.49 0.24
C 0.72 0.36 3.25 -0.96
H 1.39 0.05 4.06 0.24
H 0.64 1.46 3.25 0.25
H -0.27 -0.07 3.41 0.26
C 3.02 0.51 1.54 -0.96
H 2.96 1.60 1.45 0.25
H 3.59 0.27 2.45 0.26
H 3.56 0.10 0.67 0.25
H -1.20 1.00 1.12 -0.07
H -1.41 0.15 -0.43 -0.06
C 0.24 6.22 0.01 -0.42
N 0.39 4.85 0.49 -0.34
C 1.39 4.49 1.49 -0.41
C -0.30 3.82 0.00 0.71
C -1.29 3.88 -1.09 -0.71
O 0.05 2.69 0.52 -0.69
H 0.86 6.88 0.63 0.24
H -0.82 6.50 0.08 0.23
H 0.54 6.32 -1.05 0.22
H 0.90 3.94 2.31 0.23
H 2.16 3.83 1.07 0.21
H 1.86 5.40 1.89 0.23
H -0.78 4.21 -2.01 0.26
H -1.65 2.86 -1.27 0.25
H -2.13 4.55 -0.87 0.28
```

E   -50189.25903 eV
LUMO (spin up / spin down)   -6.8 / -9.1 eV
HOMO (spin up / spin down)   -12.088 / -12.989 eV
Charge   +2
Frontier orbital gap (spin up / spin down)   5.32 / 3.89 eV
<S²>   3.8018
2S+1   4



Computed, not measured: C23H35Cl4N5SSi2V as an isolated structure, with ωB97M-V with the def2-TZVPD basis set.

The geometry in XYZ format:
```
71
Properties=species:S:1:pos:R:3:mulliken_spin:R:1
V -0.80 0.82 -0.30 1.08
C -2.28 -1.13 3.92 0.00
Si -2.27 0.42 2.82 -0.01
C -2.37 1.94 3.93 0.00
C -3.93 0.32 1.94 0.01
N -0.87 0.43 1.78 -0.06
C 0.41 0.42 2.33 0.05
C 0.71 0.38 3.69 -0.01
C 2.01 0.33 4.17 0.01
C 3.07 0.31 3.28 -0.01
C 2.80 0.36 1.91 0.01
C 1.51 0.42 1.40 -0.02
N 1.18 0.47 0.06 -0.01
Si 2.23 0.63 -1.31 0.01
C 4.11 0.52 -1.07 0.00
C 1.91 -0.75 -2.56 0.00
C 2.02 2.33 -2.11 0.01
H -3.04 -1.01 4.70 0.00
H -1.34 -1.37 4.41 0.00
H -2.56 -2.00 3.31 0.00
H -3.29 1.92 4.51 0.00
H -2.38 2.83 3.30 0.00
H -1.53 2.03 4.61 0.00
H -4.57 -0.35 2.52 0.00
H -3.85 -0.09 0.93 0.00
H -4.40 1.29 1.88 0.00
H -0.10 0.39 4.40 0.00
H 2.19 0.31 5.24 0.00
H 4.09 0.28 3.63 0.00
H 3.63 0.34 1.23 0.00
H 4.44 -0.43 -0.65 0.00
H 4.52 1.32 -0.46 0.00
H 4.54 0.61 -2.08 0.00
H 2.73 -1.47 -2.57 0.00
H 1.80 -0.35 -3.57 0.00
H 0.98 -1.28 -2.33 0.00
H 2.88 2.96 -1.88 0.00
H 1.13 2.83 -1.73 -0.01
H 1.92 2.27 -3.19 0.00
S -2.49 -2.39 -0.07 0.00
C -0.93 -2.95 0.27 0.00
N -0.29 -2.61 1.39 0.01
C 1.09 -2.99 1.63 0.00
C 1.84 -3.01 0.31 -0.01
C 1.15 -4.00 -0.60 0.00
N -0.29 -3.78 -0.60 0.00
H -0.63 -1.74 1.80 0.00
H 1.12 -3.99 2.10 0.00
H 1.52 -2.27 2.33 0.00
H 2.89 -3.27 0.45 0.00
H 1.78 -2.01 -0.12 0.01
H 1.36 -5.03 -0.27 0.00
H 1.51 -3.91 -1.63 0.00
H -0.79 -3.87 -1.47 0.00
Cl -2.62 2.36 0.03 -0.01
C -2.14 4.03 0.10 0.05
Cl -3.94 6.07 0.66 0.01
H -1.86 4.42 -0.87 0.00
H -1.54 4.24 0.97 0.01
Cl -1.19 3.30 -3.23 0.00
C -1.14 1.79 -4.07 -0.01
C -1.15 1.83 -5.45 0.01
C -1.17 0.65 -6.19 -0.01
C -1.20 -0.55 -5.50 0.01
C -1.18 -0.57 -4.12 -0.02
Cl -1.30 -2.13 -3.36 0.00
C -1.10 0.59 -3.33 0.03
N -0.98 0.58 -1.99 -0.13
H -1.16 2.79 -5.94 0.00
H -1.18 0.68 -7.27 0.00
H -1.24 -1.49 -6.03 0.00
```

E   -134240.86334 eV
LUMO (spin up / spin down)   4.1 / 4.1 eV
HOMO (spin up / spin down)   -0.264 / -0.055 eV
Charge   -2
Frontier orbital gap (spin up / spin down)   4.40 / 4.19 eV
<S²>   0.8155
2S+1   2



Computed, not measured: one molecule with the formula C23H35N3O5S, with ωB97M-V with the def2-TZVPD basis set.

The geometry in XYZ format:
```
67
Properties=species:S:1:pos:R:3:nbo_charge:R:1
C -5.42 -3.83 2.03 -0.60
H -6.39 -4.21 2.35 0.21
C -5.55 -2.41 1.49 -0.39
C -4.20 -1.85 1.04 -0.41
H -3.52 -1.82 1.89 0.21
C -4.34 -0.44 0.48 -0.21
N -3.06 0.24 0.36 -0.46
C -3.21 1.69 0.25 -0.23
C -3.24 2.32 1.64 -0.61
H -2.36 2.03 2.20 0.20
H -3.26 3.41 1.55 0.21
H -4.12 2.00 2.20 0.20
H -2.36 2.10 -0.30 0.21
H -4.12 1.96 -0.29 0.17
C -2.15 -0.34 -0.61 -0.21
C -2.56 -0.22 -2.09 -0.44
C -1.35 -0.38 -3.01 -0.22
N -0.41 0.70 -2.83 -0.62
C 0.83 0.52 -2.35 0.67
O 1.34 -0.56 -2.17 -0.63
C 1.58 1.82 -2.13 -0.74
H 2.54 1.62 -1.67 0.28
H 1.73 2.35 -3.07 0.27
S 0.70 3.04 -1.09 2.15
O 1.51 4.23 -1.07 -0.95
O -0.64 3.18 -1.61 -0.97
C 0.61 2.42 0.63 -0.64
C 1.97 1.99 0.99 0.00
C 3.01 2.69 1.55 0.30
O 4.08 1.86 1.56 -0.40
C 3.66 0.70 1.00 0.46
N 2.41 0.75 0.65 -0.46
C 4.54 -0.42 0.75 -0.03
C 5.83 -0.47 1.26 -0.23
C 6.63 -1.56 0.96 -0.20
C 6.16 -2.57 0.15 -0.25
C 4.86 -2.52 -0.37 0.32
C 4.05 -1.44 -0.07 -0.30
H 3.05 -1.34 -0.45 0.26
O 4.49 -3.56 -1.16 -0.49
C 3.17 -3.56 -1.68 -0.26
H 3.11 -4.44 -2.31 0.20
H 2.97 -2.66 -2.27 0.20
H 2.43 -3.63 -0.88 0.18
H 6.78 -3.42 -0.10 0.22
H 7.64 -1.61 1.35 0.22
H 6.20 0.33 1.89 0.22
C 3.13 4.08 2.05 -0.67
H 2.49 4.23 2.92 0.23
H 4.16 4.27 2.33 0.24
H 2.82 4.77 1.27 0.25
H -0.09 1.59 0.64 0.26
H 0.24 3.26 1.22 0.27
H -0.80 1.64 -2.79 0.43
H -1.68 -0.40 -4.05 0.20
H -0.82 -1.31 -2.79 0.23
H -3.31 -0.98 -2.34 0.21
H -3.00 0.76 -2.26 0.20
H -1.18 0.16 -0.48 0.19
H -2.00 -1.39 -0.35 0.20
H -4.94 0.14 1.17 0.19
H -4.88 -0.48 -0.49 0.16
H -3.77 -2.52 0.29 0.19
H -6.24 -2.41 0.64 0.19
H -5.98 -1.76 2.26 0.19
H -4.75 -3.85 2.89 0.20
H -5.02 -4.50 1.27 0.20
```

SMILES string   CCCCN(CC)CCCNC(=O)CS(=O)(=O)Cc1nc(-c2cccc(OC)c2)oc1C
E   -49962.11219 eV
LUMO   0.6 eV
HOMO   -8.205 eV
Charge   0
Frontier orbital gap   8.83 eV
2S+1   1